1.
# C5H9NO

A single C5H9NO molecule (wB97M-V/def2-TZVPD, OMol25).

Output
E, Eh: -325.77047
Charge: 0
E_HOMO (spin up / spin down), eV: -7.018 / -7.248
Energy above the lowest of the compared OMol25 structures with the same formula, charge and spin, eV: 4.5465
LUMO (spin up / spin down), eV: 0.6 / 0.8
Frontier orbital gap (spin up / spin down), eV: 7.653 / 8.068

Positions of all 16 atoms, in Å:
H  -0.009  -0.964  3.339
H  1.912  0.206  -0.017
H  0.187  -2.388  1.471
O  0.119  -1.375  -1.141
H  -1.397  1.730  -1.038
C  0.136  -0.574  2.342
C  -0.111  0.032  -0.757
C  -0.466  -1.085  0.085
H  -0.953  0.893  -2.540
C  -1.219  0.745  -1.490
H  1.611  0.987  -1.585
H  -2.144  0.167  -1.423
H  0.068  0.487  2.137
H  1.037  1.750  -0.093
N  0.041  -1.397  1.306
C  1.187  0.787  -0.595


2.
# C47H64AsBaBrNP3Se

A molecular structure, C47H64AsBaBrNP3Se (wB97M-V/def2-TZVPD, OMol25).

Output
E, Eh: -10144.94164
Charge: 0
E_HOMO, eV: -7.078
Energy above the lowest of the compared OMol25 structures with the same formula, charge and spin, eV: 2.0948
LUMO, eV: 0.0
Frontier orbital gap, eV: 7.044

Positions of all 119 atoms, in Å:
C  3.796  -5.071  1.400
C  -2.874  -3.905  1.182
C  -0.633  -1.636  4.231
H  4.578  0.488  -3.345
C  2.203  0.814  -4.916
H  2.989  1.514  -5.205
H  -6.189  2.279  -2.269
C  -0.587  -2.273  1.211
Ba  -0.191  -0.405  -0.832
C  0.853  0.256  4.165
H  -3.938  1.520  -4.727
H  -3.749  -4.539  1.163
C  -1.136  1.904  1.413
Se  -4.838  -3.244  -2.121
C  -0.652  4.244  1.368
C  -1.620  -4.459  1.273
C  6.074  -5.436  2.924
C  1.188  0.621  -6.036
H  4.759  -6.287  -0.072
C  -5.874  1.368  -2.778
H  1.852  -3.294  6.076
C  -1.898  -1.722  1.003
C  -3.277  -2.300  -2.004
H  5.116  -4.215  4.394
C  4.778  -0.876  5.407
H  -0.810  0.878  1.304
H  0.020  5.063  1.145
H  0.556  3.772  -5.005
H  -5.052  3.504  -1.173
C  2.678  -2.618  5.889
C  -4.624  0.757  -2.145
H  -1.510  -5.534  1.338
H  -1.551  4.277  -1.436
C  4.261  -0.999  6.692
C  4.330  1.164  -2.528
H  -5.020  1.466  -0.116
C  -3.260  3.391  -2.434
H  1.562  0.877  3.629
C  -0.484  -3.648  1.317
C  -0.439  -0.183  6.142
P  2.423  -3.547  3.301
H  -1.120  3.512  -2.954
C  2.919  0.910  -2.013
H  -2.560  -0.277  -5.793
H  2.755  1.457  -1.075
H  -3.747  3.680  2.618
H  4.682  -1.543  3.383
H  2.905  -4.959  0.792
C  -2.612  -0.162  -4.707
C  4.841  -5.833  0.907
H  -1.732  -1.893  6.049
H  2.662  -0.145  -4.672
H  4.680  -0.416  7.502
H  -1.951  5.066  -2.964
H  -2.199  3.275  -4.967
H  -3.526  3.452  -0.288
H  1.539  5.128  -4.480
H  0.818  1.572  -6.424
C  -2.772  3.470  2.199
H  3.146  -1.659  1.904
H  0.329  0.039  -5.699
C  -4.017  3.834  -1.184
P  0.811  -1.188  1.825
C  5.029  -4.664  3.413
Br  1.124  -2.188  -2.942
H  -2.093  -0.688  0.735
C  -1.901  4.510  1.908
H  -0.731  0.082  7.149
H  -0.937  2.058  -4.738
H  -2.198  5.532  2.101
C  -1.960  2.218  -5.085
H  5.604  -0.202  5.217
C  0.297  -0.864  3.549
H  -3.950  0.063  -0.205
H  0.486  -4.110  1.467
H  -5.747  1.603  -3.834
H  -4.493  -0.232  -2.586
H  2.284  3.776  -5.322
N  -2.295  -1.691  -1.874
C  3.880  -4.460  2.653
C  -3.014  -2.520  1.042
H  0.936  1.457  5.935
H  -3.986  -2.083  0.860
C  1.785  3.360  -3.244
H  2.799  -0.159  -1.814
H  0.742  2.733  0.739
C  -4.830  0.533  -0.648
H  6.961  -5.580  3.528
H  2.813  3.530  -2.921
H  2.809  -1.974  7.932
H  -1.976  1.994  -6.155
H  -4.015  4.926  -1.117
C  2.275  -2.315  1.919
H  1.640  0.077  -6.867
H  -3.838  3.685  -3.316
H  6.806  -6.613  1.287
C  4.246  -1.625  4.372
C  3.184  -2.502  4.598
C  -2.933  1.291  -4.360
H  4.466  2.184  -2.893
H  -6.698  0.653  -2.708
H  1.131  3.793  -2.482
As  1.428  1.412  -3.222
H  -3.362  -0.861  -4.338
H  -1.081  -2.502  3.755
P  -2.984  1.551  -2.510
C  1.526  4.041  -4.583
H  2.276  -2.858  0.970
C  0.496  0.590  5.461
H  -3.068  1.345  2.168
C  3.214  -1.873  6.933
C  -0.249  2.938  1.125
C  -2.391  2.159  1.940
H  5.066  1.001  -1.737
H  -5.678  -0.137  -0.486
H  -1.652  -0.475  -4.289
C  -1.001  -1.292  5.524
C  5.988  -6.017  1.669
C  -1.893  4.099  -2.459


3.
# C3H2Br2ClF

A single C3H2Br2ClF molecule (wB97M-V/def2-TZVPD, OMol25).

Output
E, Eh: -5823.44887
Multiplicity: 3
Charge: 0
E_HOMO (spin up / spin down), eV: -6.717 / -10.321
Energy above the lowest of the compared OMol25 structures with the same formula, charge and spin, eV: 0.0000
LUMO (spin up / spin down), eV: 0.6 / -2.3
Frontier orbital gap (spin up / spin down), eV: 7.335 / 8.034

Positions of all 9 atoms, in Å:
Br  -0.540  0.520  -2.330
C  0.470  1.294  0.217
Cl  0.951  1.157  1.802
F  0.682  2.513  -0.299
H  -1.338  -1.441  -0.077
Br  1.016  -2.354  -0.089
C  -0.277  0.210  -0.578
H  -0.486  -0.886  1.209
C  -0.478  -1.013  0.146


Number 1: F_max 0.8 eV/A. Number 2: F_max 3.5 eV/A. Number 3: F_max 4.7 eV/A.